This record from the OMol25 dataset describes C18H20N2O2 in the gas phase. The level of theory is wB97M-V/def2-TZVPD.

Atoms and positions in Å:
C: -4.2208 -0.2481 -2.1514
H: -4.9766 0.5369 -2.0503
O: -2.9862 0.1495 -1.6057
C: -2.9183 0.4253 -0.2695
C: -4.0021 0.3650 0.5985
C: -3.8371 0.6541 1.9425
C: -2.5958 1.0039 2.4377
C: -1.5147 1.0669 1.5758
C: -1.6583 0.7863 0.2277
C: -0.4598 0.8416 -0.6919
N: 0.6426 0.0933 -0.1476
C: 1.7947 0.5443 0.4306
N: 2.5567 -0.4217 0.8713
C: 1.8903 -1.5881 0.5959
C: 2.2364 -2.9112 0.8425
C: 1.3463 -3.8862 0.4444
C: 0.1400 -3.5690 -0.1837
C: -0.2216 -2.2615 -0.4389
C: 0.6692 -1.2779 -0.0428
H: -1.1542 -2.0171 -0.9241
H: -0.5246 -4.3687 -0.4763
H: 1.5835 -4.9251 0.6205
H: 3.1687 -3.1539 1.3266
C: 2.2003 1.9736 0.5105
H: 2.8235 2.0877 1.3992
H: 1.3304 2.6247 0.6141
C: 3.0229 2.3979 -0.7178
H: 3.4465 3.3832 -0.5190
H: 2.3839 2.4697 -1.6006
C: 4.1581 1.4034 -1.0228
O: 4.9041 1.0452 0.1053
H: 4.3483 0.4573 0.6474
H: 4.8587 1.8643 -1.7253
H: 3.7344 0.5089 -1.5026
H: -0.1465 1.8784 -0.8417
H: -0.7306 0.4200 -1.6637
H: -0.5385 1.3303 1.9570
H: -2.4667 1.2248 3.4857
H: -4.6902 0.6002 2.6020
H: -4.9804 0.0897 0.2382
H: -4.0290 -0.4275 -3.2084
H: -4.5872 -1.1702 -1.6891

Results
**SMILES**: COc1ccccc1Cn1c(CCCO)nc2ccccc21
**Total charge**: 0
**LUMO level**: 0.617 eV
**Largest force on an atom**: 0.01457 Eh/bohr
**Energy relative to the best compared isomer or geometry (same formula, charge and spin)**: 1.2457 eV
**HOMO level**: -8.427 eV
**Frontier orbital gap**: 9.04 eV